1.
A 4-piece molecular cluster, C23H29FIN5O8S overall at a distorted geometry, computed with ωB97M-V/def2-TZVPD.

Last columns: bonded neighbours and bond lengths (Å).
Element x y z (Å)
1 C 0.664 -2.205 -4.438  C2 1.603, H31 1.156, H32 1.140, H33 1.153
2 C 1.836 -1.119 -4.308  C1 1.603, C3 1.612, H34 1.140, H35 1.158
3 C 1.394 0.281 -3.641  C2 1.612, N4 1.499, H36 1.141, H37 1.158
4 N 2.173 0.475 -2.375  C3 1.499, C5 1.473, H38 1.041
5 C 1.463 0.008 -1.172  N4 1.473, O6 1.452, O15 1.471, C20 1.618
6 O 0.140 0.517 -0.859  C5 1.452, C7 1.430
7 C -0.893 -0.462 -0.992  O6 1.430, O8 1.266, C9 1.608
8 O -1.174 -1.046 -2.080  C7 1.266
9 C -1.850 -0.859 0.237  C7 1.608, C10 1.566, C14 1.543
10 C -3.282 -1.385 -0.117  C9 1.566, C11 1.548, H39 1.147
11 C -4.303 -1.827 0.959  C10 1.548, C12 1.558, H40 1.144
12 C -3.869 -1.684 2.448  C11 1.558, C13 1.545, H41 1.137
13 C -2.469 -1.171 2.850  C12 1.545, C14 1.573, H42 1.136
14 C -1.444 -0.777 1.724  C9 1.543, C13 1.573, H43 1.136
15 O 1.609 -1.455 -1.163  C5 1.471, S16 1.680
16 S 1.892 -2.070 0.375  O15 1.680, O17 1.500, O18 1.498, O19 1.695
17 O 0.656 -2.874 0.645  S16 1.500
18 O 3.005 -3.055 0.562  S16 1.498
19 O 2.033 -0.551 1.114  S16 1.695, C20 1.451
20 C 2.326 0.464 0.119  C5 1.618, O19 1.451, C21 1.605, C25 1.631
21 C 3.814 1.044 -0.046  C20 1.605, C22 1.604, H44 1.142, H45 1.159
22 C 5.008 -0.027 -0.005  C21 1.604, C23 1.635, I24 2.193, H46 1.156
23 C 5.169 -0.770 1.442  C22 1.635, H47 1.157, H48 1.141, H49 1.147
24 I 5.037 -1.432 -1.689  C22 2.193
25 C 1.568 1.755 0.767  C20 1.631, O26 1.268, N27 1.477
26 O 1.588 2.865 0.156  C25 1.268
27 N 0.885 1.735 2.076  C25 1.477, C28 1.466, H50 1.042
28 C 1.764 2.178 3.162  N27 1.466, O29 1.240, F30 1.435
29 O 2.900 2.648 2.998  C28 1.240
30 F 1.261 2.086 4.504  C28 1.435
31 H 0.500 -2.695 -3.404  C1 1.156
32 H -0.311 -1.714 -4.767  C1 1.140
33 H 0.966 -3.075 -5.132  C1 1.153
34 H 2.728 -1.522 -3.723  C2 1.140
35 H 2.194 -0.896 -5.386  C2 1.158
36 H 0.267 0.433 -3.549  C3 1.141
37 H 1.764 1.104 -4.368  C3 1.158
38 H 2.272 1.508 -2.280  N4 1.041
39 H -3.580 -1.479 -1.220  C10 1.147
40 H -5.322 -2.234 0.639  C11 1.144
41 H -4.615 -2.008 3.243  C12 1.137
42 H -2.221 -1.095 3.956  C13 1.136
43 H -0.411 -0.436 2.049  C14 1.136
44 H 3.978 1.699 -0.966  C21 1.142
45 H 3.987 1.742 0.863  C21 1.159
46 H 5.984 0.584 -0.116  C22 1.156
47 H 6.194 -0.481 1.895  C23 1.157
48 H 5.181 -1.907 1.351  C23 1.141
49 H 4.382 -0.377 2.179  C23 1.147
50 H 0.093 2.411 2.023  N27 1.042
51 C -2.674 3.931 -0.307  C52 1.498, H54 1.092, H55 1.090, H56 1.091
52 C -2.146 3.865 1.094  C51 1.498, N53 1.181
53 N -1.730 3.811 2.198  C52 1.181
54 H -1.862 4.167 -0.997  C51 1.092
55 H -3.110 2.972 -0.584  C51 1.090
56 H -3.439 4.705 -0.379  C51 1.091
57 C -1.067 -4.645 5.198  C58 1.499, H60 1.091, H61 1.091, H62 1.091
58 C -2.076 -3.569 5.461  C57 1.499, N59 1.181
59 N -2.871 -2.720 5.668  C58 1.181
60 H -1.010 -4.845 4.126  C57 1.091
61 H -0.086 -4.329 5.555  C57 1.091
62 H -1.357 -5.561 5.716  C57 1.091
63 C -4.793 3.733 -3.680  C64 1.499, H66 1.091, H67 1.091, H68 1.091
64 C -5.157 3.229 -2.315  C63 1.499, N65 1.181
65 N -5.444 2.832 -1.240  C64 1.181
66 H -5.413 3.245 -4.433  C63 1.091
67 H -4.952 4.811 -3.732  C63 1.091
68 H -3.744 3.516 -3.887  C63 1.091

Summary:
net charge: 0
max |F|: 5.820 eV/Å
Kohn-Sham gap: 8.536 eV
E: -2564.937110 Ha
E_LUMO: -0.0118 Ha
structure (SMILES): CCCN[C@@]1(OC(=O)c2ccccc2)OS(=O)(=O)O[C@]1(C[C@@H](C)I)C(=O)NC(=O)F.CC#N.CC#N.CC#N
highest occupied orbital energy: -0.32544 hartree
energy relative to the best compared isomer or geometry (same formula, charge and spin): 537.32 kJ/mol

These are the natural (NBO) partial charges, in e, on atoms 1 to 6: atom 1 (C): -0.624, atom 2 (C): -0.420, atom 3 (C): -0.246, atom 4 (N): -0.639, atom 5 (C): 0.645, atom 6 (O): -0.567

2.
One molecule with the formula C23H29FN2O3, computed with ωB97M-V/def2-TZVPD.

Last columns: bonded neighbours and bond lengths (Å).
Element x y z (Å)
1 C -7.151 -0.578 -1.388  O2 1.406, H30 1.095, H31 1.089, H32 1.095
2 O -6.329 -0.004 -0.403  C1 1.406, C3 1.366
3 C -5.023 -0.402 -0.338  O2 1.366, C4 1.385, C29 1.395
4 C -4.420 -1.317 -1.185  C3 1.385, C5 1.388, H33 1.078
5 C -3.081 -1.641 -1.015  C4 1.388, C6 1.386, H34 1.078
6 C -2.324 -1.063 -0.008  C5 1.386, O7 1.366, C9 1.405
7 O -1.004 -1.330 0.218  C6 1.366, C8 1.406
8 C -0.377 -2.312 -0.569  O7 1.406, H35 1.095, H36 1.089, H37 1.096
9 C -2.926 -0.128 0.850  C6 1.405, C10 1.503, C29 1.380
10 C -2.146 0.495 1.973  C9 1.503, C11 1.524, H38 1.094, H39 1.093
11 C -0.724 0.939 1.651  C10 1.524, O12 1.219, N13 1.356
12 O 0.204 0.573 2.352  C11 1.219
13 N -0.544 1.816 0.633  C11 1.356, C14 1.442, C15 1.458
14 C -1.592 2.229 -0.268  N13 1.442, H40 1.088, H41 1.086, H42 1.094
15 C 0.840 2.130 0.296  N13 1.458, C16 1.526, C28 1.542, H43 1.095
16 C 1.088 3.553 -0.198  C15 1.526, C17 1.529, H44 1.093, H45 1.092
17 C 2.594 3.730 -0.396  C16 1.529, C18 1.535, H46 1.091, H47 1.092
18 C 3.115 2.663 -1.370  C17 1.535, N19 1.449, H48 1.092, H49 1.096
19 N 2.824 1.304 -0.960  C18 1.449, C20 1.458, C28 1.448
20 C 3.664 0.823 0.131  N19 1.458, C21 1.504, H50 1.101, H51 1.094
21 C 3.551 -0.670 0.277  C20 1.504, C22 1.390, C26 1.390
22 C 2.743 -1.252 1.246  C21 1.390, C23 1.386, H52 1.080
23 C 2.657 -2.630 1.365  C22 1.386, C24 1.385, H53 1.079
24 C 3.377 -3.452 0.514  C23 1.385, C25 1.384, H54 1.080
25 C 4.185 -2.896 -0.462  C24 1.384, C26 1.382, H55 1.079
26 C 4.258 -1.520 -0.565  C21 1.390, C25 1.382, F27 1.352
27 F 5.067 -0.992 -1.511  C26 1.352
28 C 1.404 1.133 -0.737  C15 1.542, N19 1.448, H56 1.090, H57 1.096
29 C -4.260 0.183 0.672  C3 1.395, C9 1.380, H58 1.079
30 H -7.225 -1.664 -1.268  C1 1.095
31 H -8.134 -0.133 -1.249  C1 1.089
32 H -6.791 -0.349 -2.397  C1 1.095
33 H -4.968 -1.794 -1.981  C4 1.078
34 H -2.642 -2.358 -1.690  C5 1.078
35 H -0.884 -3.279 -0.481  C8 1.095
36 H 0.636 -2.402 -0.180  C8 1.089
37 H -0.334 -2.018 -1.623  C8 1.096
38 H -2.036 -0.240 2.776  C10 1.094
39 H -2.697 1.348 2.378  C10 1.093
40 H -1.363 3.220 -0.656  C14 1.088
41 H -2.543 2.285 0.253  C14 1.086
42 H -1.700 1.538 -1.110  C14 1.094
43 H 1.386 1.992 1.235  C15 1.095
44 H 0.598 3.719 -1.161  C16 1.093
45 H 0.706 4.282 0.520  C16 1.092
46 H 2.806 4.723 -0.797  C17 1.091
47 H 3.108 3.638 0.563  C17 1.092
48 H 4.195 2.764 -1.501  C18 1.092
49 H 2.642 2.812 -2.346  C18 1.096
50 H 3.425 1.287 1.100  C20 1.101
51 H 4.695 1.077 -0.128  C20 1.094
52 H 2.162 -0.623 1.905  C22 1.080
53 H 2.025 -3.059 2.127  C23 1.079
54 H 3.312 -4.526 0.608  C24 1.080
55 H 4.760 -3.511 -1.138  C25 1.079
56 H 1.215 0.115 -0.395  C28 1.090
57 H 0.899 1.278 -1.698  C28 1.096
58 H -4.747 0.892 1.325  C29 1.079

Summary:
net charge: 0
max |F|: 0.478 eV/Å
Kohn-Sham gap: 8.756 eV
E: -1328.920055 Ha
E_LUMO: 0.0264 Ha
structure (SMILES): COc1ccc(OC)c(CC(=O)N(C)[C@@H]2CCCN(Cc3ccccc3F)C2)c1
highest occupied orbital energy: -0.29533 hartree
energy relative to the best compared isomer or geometry (same formula, charge and spin): 62.47 kJ/mol

These are the natural (NBO) partial charges, in e, on atoms 1 to 6: atom 1 (C): -0.251, atom 2 (O): -0.496, atom 3 (C): 0.287, atom 4 (C): -0.288, atom 5 (C): -0.296, atom 6 (C): 0.338

Q: energy relative to the best compared isomer or geometry (same formula, charge and spin) of number 2 (C23H29FN2O3)?
A: 62.47 kJ/mol

Q: The highest max |F| belongs to which entry?
A: C23H29FIN5O8S

Q: Which of these has the highest highest occupied orbital energy?
A: C23H29FN2O3